Computed, not measured: one molecule with the formula C4H9N3S at a distorted geometry, with ωB97M-V/def2-TZVPD.

Output
total energy	-720.25748	Eh
orbital gap	0.34817	Eh
SMILES	[H]/N=C(/N)NC(=C)CS
energy above the lowest of the compared OMol25 structures with the same formula, charge and spin	41.7	kJ/mol

Atoms and positions in Å:
C -1.1123 1.0611 -0.1372
C 0.2407 -1.0625 -0.0848
C 0.1551 -2.3863 -0.1833
C 1.5169 -0.4047 0.4139
H -1.0989 2.2923 1.3972
H -1.0131 0.6728 1.8504
H -1.7365 1.6793 -1.8124
H -1.2886 -0.5511 -1.3583
H 1.0115 -3.0256 -0.0104
H -0.7689 -2.8825 -0.5419
H 2.2613 -1.1816 0.5910
H 1.3344 0.1241 1.3449
H 1.4693 1.8314 -0.4809
N -0.7554 1.3602 1.1734
N -1.6568 1.9542 -0.8699
N -0.8225 -0.2434 -0.5162
S 2.2637 0.7625 -0.7756

Atomic forces in eV per Å
0.0 0.0 -0.1
0.4 0.2 0.2
-0.7 -0.5 -0.5
-0.3 0.0 -0.2
0.2 -0.3 0.1
-0.1 -0.4 0.3
-0.1 -0.5 -1.3
0.1 0.1 0.2
-0.1 0.1 0.1
0.6 0.4 0.3
-0.1 0.1 0.0
0.1 0.0 0.0
0.3 -0.5 -0.1
-0.1 0.9 -0.5
0.2 0.2 1.6
-0.1 -0.1 -0.2
-0.4 0.3 0.2

---

Computed, not measured: C26H12F6N9O4RhS3Se as an isolated structure at a distorted geometry, with ωB97M-V/def2-TZVPD.

Output
total energy	-6096.94311	Eh
charge	+2
orbital gap (alpha / beta)	0.21192 / 0.21199	Eh
energy above the lowest of the compared OMol25 structures with the same formula, charge and spin	295.9	kJ/mol

Atoms and positions in Å:
Rh 0.3423 0.5381 -0.5733
F 4.9121 0.8190 -3.0548
C 4.8537 0.3174 -1.8374
F 4.7587 -1.0124 -1.9237
F 5.9390 0.6275 -1.1606
S 3.3040 0.9563 -0.9914
O 2.2114 0.6039 -1.8999
O 3.1641 0.3208 0.2854
N 3.5964 2.4976 -0.9715
S 2.2699 3.3204 -0.8524
O 2.3942 4.6754 -0.4860
O 1.2747 2.5595 -0.0881
C 1.5487 3.2573 -2.6244
F 0.4617 2.4460 -2.6323
F 2.4272 2.7832 -3.4845
F 1.1420 4.4506 -3.0207
Se -7.6095 0.6915 -0.6565
N -6.3731 1.9268 -0.7485
C -5.1825 1.3669 -0.7973
C -3.9313 2.0674 -0.8208
C -3.8351 3.4614 -0.8950
C -2.5943 4.0462 -0.7739
C -1.4801 3.2326 -0.5722
N -1.5476 1.9114 -0.5898
C -2.7379 1.3140 -0.7311
C -2.7602 -0.1303 -0.8210
N -1.5840 -0.7699 -0.9466
C -1.5952 -2.0844 -1.1163
C -2.7608 -2.8456 -1.1089
C -3.9788 -2.2186 -0.9589
C -3.9904 -0.8260 -0.8331
C -5.2076 -0.0700 -0.7639
N -6.4146 -0.5885 -0.6892
H -4.7327 4.0440 -1.0330
H -2.4631 5.1161 -0.8142
H -0.5135 3.6755 -0.3769
H -0.6478 -2.5715 -1.2885
H -2.6915 -3.9113 -1.2453
H -4.9097 -2.7660 -0.9564
S 2.6088 -4.5900 4.7514
N 1.9097 -3.1485 4.8840
C 1.7108 -2.6398 3.6765
C 1.1310 -1.3711 3.3583
C 0.8008 -0.4065 4.3151
C 0.3109 0.8109 3.8917
C 0.1159 1.0301 2.5286
N 0.3937 0.1103 1.6256
C 0.9345 -1.0590 1.9945
C 1.4013 -1.9447 0.9545
N 1.2341 -1.5545 -0.3155
C 1.7796 -2.2348 -1.3061
C 2.5103 -3.4043 -1.0820
C 2.6328 -3.8845 0.2066
C 2.0806 -3.1466 1.2642
C 2.1790 -3.5180 2.6443
N 2.6958 -4.6310 3.1482
H 0.9743 -0.6278 5.3570
H 0.0841 1.5930 4.5967
H -0.2569 1.9793 2.1691
H 1.6261 -1.8505 -2.3086
H 2.9387 -3.9323 -1.9212
H 3.1444 -4.8141 0.4180

Atomic forces in eV per Å
-3.2 -2.1 2.6
-0.1 0.1 0.1
0.2 -0.1 -0.2
-0.3 0.2 0.2
-0.3 0.1 0.1
1.6 -0.7 0.2
-0.4 -0.2 -1.0
0.5 0.1 0.3
-0.1 0.2 0.1
0.3 0.3 -1.4
0.3 0.2 0.0
-1.1 -1.4 0.8
-0.1 0.2 -0.3
0.0 0.1 0.0
0.0 0.2 0.2
0.2 -0.1 0.4
0.3 0.0 0.0
0.7 1.1 -0.1
-1.2 -0.8 0.0
1.0 0.2 0.1
0.2 -0.2 0.1
0.0 -0.2 0.1
0.0 0.6 0.0
1.8 -0.2 0.0
-0.9 0.1 -0.1
-0.8 0.0 0.1
1.5 0.5 0.3
0.1 -0.5 -0.1
0.0 0.2 -0.1
0.4 0.2 0.1
0.9 -0.3 -0.1
-1.1 0.8 0.1
0.6 -1.1 0.0
-0.1 0.1 0.0
0.0 0.1 0.0
-0.1 -0.1 -0.1
-0.1 0.0 0.1
0.0 -0.1 0.0
-0.1 0.0 0.0
-0.4 0.8 -0.8
-0.3 0.6 0.5
0.7 -1.4 -0.2
-0.4 0.8 -0.5
0.0 0.1 -0.3
0.0 -0.2 -0.1
-0.2 0.4 0.3
-0.4 0.7 -1.8
0.3 -0.6 0.6
0.3 -0.7 0.5
0.1 1.9 -0.3
0.2 -0.3 -0.4
-0.3 0.0 0.1
-0.2 0.2 0.0
-0.3 0.4 -0.9
-0.1 0.0 1.5
0.3 -0.4 -0.8
0.0 0.0 0.1
-0.1 0.1 0.0
0.0 0.0 0.0
0.1 0.0 0.1
0.0 0.0 0.0
0.1 0.0 0.0

---

Computed, not measured: C5H9NaO3 as an isolated structure at a distorted geometry, with ωB97M-V/def2-TZVPD.

Output
total energy	-583.83999	Eh
orbital gap	0.20087	Eh
energy above the lowest of the compared OMol25 structures with the same formula, charge and spin	101.4	kJ/mol

Atoms and positions in Å:
O -0.7573 2.0698 0.3966
C -0.3105 0.9505 0.1454
O 0.9236 0.6868 0.5061
C 1.7417 -0.2286 -0.2509
C -1.3426 -0.6106 -0.0988
H -0.9800 -1.5648 -0.5158
C -2.7530 -0.6485 0.4574
H -2.8890 -1.5031 1.1362
H -2.9850 0.2430 1.0678
H -3.5031 -0.7015 -0.3551
C 3.1731 -0.0432 0.1867
H 1.6178 -0.0049 -1.3187
H 1.3880 -1.2502 -0.0672
H 3.5677 0.9244 -0.1503
H 3.7832 -0.8414 -0.2573
H 3.2636 -0.1066 1.2790
Na -2.7463 2.2302 -1.0080
O -1.1920 0.3987 -1.1529

Atomic forces in eV per Å
-0.9 0.7 0.8
-4.3 -2.7 -1.3
2.2 -0.3 -1.0
-0.6 0.1 0.0
0.6 2.4 0.6
-0.1 0.2 0.6
0.3 0.0 0.1
0.0 0.1 -0.3
0.2 -0.1 -0.2
0.1 -0.2 0.1
0.2 0.0 0.0
0.0 -0.1 0.2
0.0 0.1 0.0
-0.1 -0.2 0.2
-0.1 0.2 0.1
0.0 0.0 -0.3
1.1 -0.6 0.4
1.5 0.5 0.0

---

Computed, not measured: C38H39N2OOsP3 as an isolated structure at a distorted geometry, with ωB97M-V/def2-TZVPD.

Output
total energy	-2770.37313	Eh
multiplicity	5
charge	+2
orbital gap (alpha / beta)	0.23525 / 0.21938	Eh
energy above the lowest of the compared OMol25 structures with the same formula, charge and spin	0.0	kJ/mol

Atoms and positions in Å:
C -2.1878 1.4388 -3.8946
C -1.8353 0.3575 -3.0885
C -0.4692 0.2050 -2.7320
C 0.4964 1.1278 -3.1734
C 0.1076 2.2288 -3.9267
C -1.2350 2.3873 -4.2759
C 1.9310 0.8671 -2.8207
C 2.1948 -0.6094 -2.8784
C 1.1678 -1.4765 -2.4587
C 1.3226 -2.8839 -2.5647
C 2.5352 -3.3888 -3.0359
C 3.5845 -2.5257 -3.3626
C 3.4130 -1.1401 -3.3005
H -3.2287 1.5371 -4.2026
H 0.8659 2.9503 -4.2444
H -1.5389 3.2348 -4.8877
H 2.6125 1.4092 -3.4901
H 2.6499 -4.4687 -3.1517
H 4.5379 -2.9389 -3.7001
H 4.2219 -0.4634 -3.5927
N -0.0317 -0.9008 -1.9910
Os -0.7896 -1.2111 0.0114
C -2.8342 -0.6554 -2.5810
H -2.5801 -1.6796 -2.8978
H -3.8375 -0.4019 -2.9402
C 0.1444 -3.7618 -2.2285
H -0.6864 -3.6170 -2.9411
H 0.4459 -4.8169 -2.2543
P -2.8965 -0.6487 -0.7292
P -0.5529 -3.4354 -0.5459
C 0.7832 -4.1527 0.4732
H 0.5287 -4.0621 1.5363
H 0.9280 -5.2123 0.2230
H 1.7168 -3.6073 0.2838
C -1.9779 -4.5670 -0.4695
H -1.6365 -5.6111 -0.4968
H -2.5333 -4.4052 0.4646
H -2.6531 -4.3901 -1.3179
C -3.4801 1.0431 -0.3948
H -4.3187 1.2892 -1.0614
H -3.8015 1.1263 0.6488
H -2.6655 1.7584 -0.5588
C -4.2515 -1.7778 -0.2776
H -4.2395 -1.9544 0.8053
H -5.2131 -1.3205 -0.5416
H -4.1475 -2.7436 -0.7875
C -1.6910 -1.7894 1.5464
O -2.2666 -2.0810 2.5266
H 2.1042 1.2047 -1.7777
N -0.1171 0.1068 1.0495
P 0.5836 1.5722 1.5287
C -0.9692 2.5003 1.7485
C -1.1991 3.7876 1.2422
C -2.3676 4.4582 1.6125
C -3.2655 3.8689 2.5109
C -3.0543 2.5730 2.9920
C -1.9178 1.8739 2.5812
C 2.1633 1.3536 0.6828
C 2.5029 0.0347 0.3097
C 3.8038 -0.4340 0.4599
C 4.8006 0.4605 0.8605
C 4.5241 1.8346 0.9084
C 3.2100 2.2980 0.8173
C 1.1033 1.5337 3.2609
C 1.2157 0.3324 3.9537
C 1.4418 0.3798 5.3336
C 1.5887 1.6052 5.9996
C 1.5401 2.7994 5.2723
C 1.3056 2.7677 3.9003
H -0.4571 4.2492 0.5849
H -2.5595 5.4562 1.2149
H -4.1448 4.4206 2.8504
H -3.7410 2.0785 3.6889
H -1.7515 0.8520 2.9388
H 1.7173 -0.6385 -0.0520
H 4.0153 -1.4927 0.2679
H 5.7973 0.0828 1.1048
H 5.3421 2.5468 1.0431
H 2.9471 3.3589 0.8978
H 1.0743 -0.6159 3.4272
H 1.4879 -0.5531 5.8936
H 1.7444 1.6349 7.0826
H 1.6744 3.7567 5.7743
H 1.2480 3.6903 3.3139

Atomic forces in eV per Å
0.0 -0.3 0.5
0.3 0.0 0.4
0.1 0.2 0.0
0.1 0.3 -0.4
-0.2 0.0 0.2
0.1 -0.1 -0.2
0.0 -0.1 0.1
0.4 -0.1 -0.2
0.1 0.2 0.1
-0.1 0.4 0.3
-0.4 0.1 0.3
0.1 0.1 -0.1
-0.2 -0.1 0.1
0.3 0.1 0.0
-0.3 -0.2 0.1
0.1 -0.2 0.1
-0.2 -0.1 0.3
0.0 0.3 0.0
-0.3 0.1 0.1
-0.3 -0.3 0.1
0.4 0.3 -1.1
-1.4 -3.4 -1.2
-0.2 0.0 0.0
-0.1 0.3 0.0
0.1 -0.2 -0.1
-0.2 -0.1 0.0
0.4 -0.1 0.1
-0.2 0.2 -0.1
-0.9 1.2 -0.9
1.1 -1.7 -0.7
-0.2 -0.3 0.3
0.1 0.0 -0.2
0.0 0.2 0.1
-0.3 -0.1 0.0
0.0 -0.2 0.2
-0.1 0.3 0.0
0.1 -0.1 -0.2
0.2 0.0 0.2
-0.3 0.0 0.0
0.1 0.0 0.2
0.0 0.0 -0.2
-0.1 -0.2 0.0
-0.2 0.1 0.0
0.0 0.1 -0.2
0.2 -0.2 0.0
0.0 0.3 0.1
-1.2 -0.8 3.8
1.4 0.6 -2.8
0.1 0.0 -0.6
1.8 4.6 1.9
-1.5 -3.9 0.7
0.0 1.5 -0.8
0.0 -0.4 0.3
-0.1 0.0 0.1
-0.1 0.1 -0.1
0.5 -0.2 -0.3
0.3 0.0 0.1
1.5 1.1 -0.8
-0.6 0.0 0.4
0.0 0.4 -0.1
0.0 0.0 -0.2
0.0 0.1 -0.1
-0.5 -0.5 0.3
0.2 0.3 0.0
-0.1 0.1 0.3
0.0 0.1 0.1
0.0 -0.2 -0.3
0.1 0.0 -0.1
-0.2 -0.3 0.0
-0.3 0.0 0.2
0.0 -0.3 0.2
0.3 -0.1 -0.2
0.2 0.4 -0.4
0.0 0.4 0.0
0.5 0.1 0.5
0.0 0.5 0.1
-0.3 0.3 -0.3
-0.3 -0.2 0.1
0.4 -0.4 0.2
0.1 0.3 0.2
0.0 0.2 -0.1
-0.1 -0.1 -0.5
0.0 -0.3 -0.1
0.0 -0.2 0.4